Formula: C36H48BF4HfN2O2PS3Sb2
Source: the OMol25 dataset
Level of theory: ωB97M-V with the def2-TZVPD basis set

Last column: Löwdin charge in e.
Positions of all 100 atoms, in Å:
Hf 0.050406 -0.164607 -0.560321  1.1332
C -2.377794 3.214312 1.674561  -0.3266
C -3.297937 3.891172 0.673895  -0.3613
C -3.924022 2.924376 -0.322123  -0.3605
Sb -2.499068 2.122104 -1.749820  1.5038
C -2.868912 0.039086 -1.120369  -0.3983
C -3.469404 -0.829242 -2.038313  -0.1096
C -3.783636 -2.132637 -1.690120  -0.0182
C -3.494865 -2.622383 -0.416507  -0.0611
C -2.938769 -1.780288 0.521347  -0.1022
C -2.624492 -0.453847 0.180905  -0.2829
C -3.894951 2.139993 -3.351548  -0.4127
C -5.229323 1.793844 -3.141047  -0.1408
C -6.146411 1.928645 -4.173837  -0.0638
C -5.735187 2.409289 -5.412307  -0.0601
C -4.406523 2.745955 -5.624812  -0.0643
C -3.483815 2.616119 -4.593486  -0.1312
Sb -0.596139 2.209906 0.990306  1.3333
C -0.255134 1.604800 3.018106  -0.4181
C -0.630252 0.309506 3.375295  -0.1872
C -0.548595 -0.109601 4.699860  -0.0852
C -0.069511 0.761943 5.671076  -0.0660
C 0.317709 2.047403 5.315883  -0.0547
C 0.212404 2.474407 3.996024  -0.1037
C 0.683012 3.751315 0.335100  -0.3923
C 1.651110 3.450926 -0.619905  -0.1714
C 2.471771 4.452542 -1.113389  -0.0567
C 2.317737 5.757349 -0.660172  -0.0523
C 1.341428 6.061606 0.276884  -0.0584
C 0.517715 5.060531 0.773821  -0.1149
H -2.908679 2.453450 2.250026  0.0732
H -1.960280 3.927566 2.388045  0.0633
H -2.772082 4.694582 0.149538  0.1040
H -4.099910 4.368395 1.246754  0.1215
H -4.663690 3.433606 -0.938707  0.0612
H -4.422587 2.099070 0.189653  0.0681
H -3.720711 -0.473196 -3.027648  0.1031
H -4.279395 -2.771034 -2.412504  0.1282
H -3.747492 -3.640957 -0.148886  0.1232
H -2.798977 -2.120500 1.541295  0.1154
H -2.456435 0.227710 1.006875  0.0403
H -5.559128 1.412362 -2.180272  0.1031
H -7.183861 1.663882 -4.010804  0.1128
H -6.455681 2.521656 -6.212337  0.1140
H -4.085073 3.110823 -6.591486  0.1133
H -2.447264 2.882137 -4.763582  0.0981
H -0.987435 -0.392278 2.629515  0.0495
H -0.868878 -1.109537 4.971571  0.1158
H -0.014280 0.442501 6.704178  0.1150
H 0.694574 2.725744 6.072588  0.1165
H 0.513028 3.482593 3.731711  0.1076
H 1.792509 2.440443 -0.981746  0.0505
H 3.228407 4.216024 -1.850986  0.1165
H 2.957345 6.540056 -1.046662  0.1171
H 1.217716 7.081436 0.617121  0.1167
H -0.246358 5.308572 1.501370  0.0984
C 4.536544 -5.173887 -0.060439  -0.0377
C 4.444072 -3.674317 -0.204606  -0.3841
C 4.811742 -3.203169 -1.594257  -0.0631
O 3.082004 -3.245967 0.225680  -0.2856
P 1.882078 -2.652750 -0.564333  -0.0223
S 0.438457 -2.285880 0.836742  0.3949
S 2.321027 -0.943802 -1.523524  0.4491
O 1.388437 -3.642829 -1.658386  -0.2783
C 0.629452 -4.914505 -1.589533  -0.3778
C -0.840534 -4.602914 -1.739416  -0.0461
C 0.938136 -5.735349 -0.351503  -0.0352
H 5.586180 -5.463928 -0.130763  0.1005
H 3.994786 -5.674166 -0.863376  0.0822
H 4.150236 -5.504973 0.903125  0.0934
H 5.083189 -3.194398 0.532525  0.1419
H 4.124913 -3.604863 -2.343344  0.0910
H 5.813052 -3.566722 -1.825348  0.1024
H 4.824734 -2.117462 -1.672159  0.0502
H 0.985219 -5.431405 -2.476746  0.1514
H -1.214228 -4.085764 -0.855118  0.0465
H -1.387350 -5.540822 -1.846384  0.1012
H -1.024947 -3.991340 -2.622517  0.0897
H 0.835870 -5.143905 0.560023  0.0614
H 1.936409 -6.163412 -0.381560  0.0670
H 0.222690 -6.555933 -0.298231  0.1002
F -1.509213 0.134227 -3.938376  0.2102
B -0.350675 -0.329029 -3.436756  -1.1713
F 0.222502 0.778661 -2.540695  -0.1506
F -0.634255 -1.292939 -2.292789  -0.0700
F 0.569622 -0.830098 -4.250417  0.2567
C 5.167181 1.067550 1.844350  -0.0580
N 4.352007 0.151886 2.644526  -0.0121
C 3.051832 -0.073903 2.482248  -0.7182
S 2.188903 0.711611 1.234389  0.5971
N 2.435907 -0.900015 3.326891  -0.0221
C 3.029013 -1.412051 4.554722  -0.0411
H 5.983200 1.429990 2.464319  0.0971
H 4.564032 1.907486 1.517794  0.0587
H 5.580183 0.567320 0.969128  0.0915
H 4.828240 -0.372054 3.360519  0.1307
H 1.436538 -0.963772 3.221834  0.0568
H 3.367906 -0.597180 5.198415  0.1010
H 3.866688 -2.080778 4.345941  0.0934
H 2.274290 -1.982084 5.087798  0.0955

Cartesian forces (eV/Å) of the 3 atoms listed first:
0.9 -1.3 -0.1
-0.2 0.1 -0.4
0.0 -0.1 0.0

For the energy above the lowest of the compared OMol25 structures with the same formula, charge and spin, the calculation gives 5.5 kcal per mole. The calculation puts the HOMO energy at -13.281 eV. As for the spin multiplicity: 1. The charge is +2. For the orbital gap, the calculation gives 0.25763 hartree. As for the total energy: -112905.446 eV.